# 1
87
Properties=species:S:1:pos:R:3:forces:R:3 method="wB97M-V/def2-TZVPD" total_charge=0 de_lowest_kcal_mol=24.1 e_tot_ev=-124645.577 gap_ev=6.0891
Ag 0.3283 0.0236 -0.1136 0.1 -0.2 0.0
C 1.2412 -5.1829 2.1921 0.0 -0.2 -0.1
C 1.5330 -4.2116 3.1363 0.1 -0.1 0.1
C 0.9844 -2.9490 3.0335 -0.1 0.2 -0.1
C 0.1658 -2.6083 1.9504 0.1 -0.5 0.2
C -0.1133 -3.5961 1.0013 -0.1 0.2 -0.1
C 0.4032 -4.8677 1.1318 0.0 -0.2 0.2
N -0.2990 -1.3199 1.7770 -0.5 0.5 0.1
C -1.1906 -0.7781 2.5798 0.8 -0.2 -0.7
C -1.7793 -1.4326 3.7053 -0.3 -0.2 0.6
C -2.5430 -0.7438 4.6005 0.2 -0.5 -0.3
C -2.8358 0.6216 4.4112 0.0 0.7 -0.1
C -2.3995 1.2572 3.2844 -0.3 0.1 0.2
C -1.6230 0.5776 2.3203 -0.4 -0.1 0.1
N -1.3362 1.0608 1.1003 -0.2 1.9 -0.6
N -1.6579 2.2898 0.8083 -0.8 -1.6 2.1
C -1.1922 2.7819 -0.3564 1.2 0.3 -1.6
C -1.8516 3.8813 -0.9509 0.1 -0.4 0.3
C -1.3056 4.4728 -2.0623 0.3 -0.2 -0.2
C -0.1157 3.9587 -2.5828 -0.1 0.2 0.0
C 0.4598 2.8700 -1.9568 0.0 0.1 -0.2
N -0.0390 2.2911 -0.8744 -0.7 0.3 0.3
H 1.6624 -6.1761 2.2805 0.0 0.0 0.0
H 2.1854 -4.4460 3.9691 0.0 0.0 0.0
H 1.1735 -2.1975 3.7875 0.0 0.1 0.1
H -0.7271 -3.3457 0.1464 0.1 0.1 0.0
H 0.1439 -5.6227 0.4015 0.0 0.0 -0.1
H -1.5907 -2.4890 3.8430 0.1 0.0 0.1
H -2.9540 -1.2495 5.4637 0.0 -0.1 0.0
H -3.4223 1.1491 5.1497 -0.1 0.0 0.0
H -2.6796 2.2765 3.0630 0.0 0.1 0.1
H -2.7742 4.2263 -0.5125 -0.1 0.1 0.1
H -1.7844 5.3209 -2.5331 0.0 0.0 0.0
H 0.3627 4.4058 -3.4403 0.0 0.0 -0.1
H 1.3817 2.4436 -2.3367 0.0 0.0 -0.1
C 2.1157 -6.4435 -1.8448 0.0 0.0 0.0
C 2.0260 -4.9538 -1.9957 0.0 0.0 0.0
C 1.2971 -4.3936 -3.0373 0.0 0.0 0.1
C 1.2006 -3.0199 -3.1718 -0.1 0.3 -0.1
C 1.8252 -2.2034 -2.2528 0.0 0.1 0.2
C 2.5360 -2.7387 -1.1934 0.1 -0.1 0.0
C 2.6489 -4.1116 -1.0796 0.0 0.0 -0.1
S 1.6775 -0.4149 -2.3906 1.5 -0.8 -0.1
C 3.4892 -0.2015 -2.7489 -0.6 0.1 0.4
O 1.0184 -0.1388 -3.6658 -0.7 0.4 -1.1
H 1.4235 -6.9339 -2.5250 0.0 -0.1 0.0
H 1.8683 -6.7422 -0.8275 0.0 -0.1 0.1
H 3.1240 -6.7983 -2.0603 0.0 -0.1 0.0
H 0.7909 -5.0373 -3.7446 0.0 -0.1 -0.1
H 0.6297 -2.5574 -3.9647 0.0 0.0 -0.1
H 2.9777 -2.0847 -0.4538 0.0 0.0 0.1
H 3.2138 -4.5406 -0.2635 0.0 0.0 0.1
H 3.7275 -0.7495 -3.6534 -0.1 -0.1 -0.1
H 4.0591 -0.5770 -1.9091 0.1 -0.1 0.2
H 3.6920 0.8549 -2.8815 -0.1 0.2 0.0
C -3.3491 -1.9631 0.1292 0.2 0.1 -0.2
As -2.4756 -1.5001 -1.5538 -2.0 -0.2 -0.2
C -3.2104 0.2251 -2.0641 0.2 -0.2 0.1
C -3.1388 -2.8459 -2.8209 0.2 0.3 0.2
O -0.8616 -1.5403 -1.5585 1.3 -0.1 0.1
H -4.4252 -1.9707 -0.0275 -0.1 0.0 -0.1
H -3.0956 -1.2284 0.8918 0.0 0.0 -0.1
H -3.0244 -2.9462 0.4687 0.0 0.0 -0.1
H -4.2752 0.1393 -2.2663 -0.1 0.0 0.0
H -2.6920 0.5914 -2.9501 0.0 -0.1 0.0
H -3.0467 0.9251 -1.2447 0.0 -0.1 0.0
H -4.2267 -2.9061 -2.8174 0.0 0.0 0.0
H -2.7171 -3.8121 -2.5299 0.0 0.2 0.0
H -2.7856 -2.6022 -3.8250 0.0 0.1 0.1
N 2.5215 0.1622 0.7967 0.3 -0.1 0.0
C 3.1644 0.1874 1.7573 -0.5 0.0 -0.7
N 3.8863 0.2865 2.8328 0.2 0.2 0.7
C 4.0597 -0.8373 3.7302 0.1 -0.6 0.2
C 5.2678 -1.6841 3.2954 0.0 0.1 0.0
C 6.3022 -0.7978 2.5872 0.1 0.0 0.2
C 6.2992 0.6096 3.1842 -0.1 -0.1 -0.2
C 4.9466 1.2821 2.8965 0.4 0.5 0.2
H 3.1482 -1.4346 3.7503 0.1 0.1 0.0
H 4.2219 -0.4242 4.7308 -0.1 0.0 -0.1
H 4.9462 -2.4834 2.6253 0.0 0.0 0.0
H 5.7078 -2.1519 4.1763 0.0 -0.1 0.0
H 6.0582 -0.7338 1.5242 0.1 0.0 0.0
H 7.2949 -1.2387 2.6746 0.0 0.0 -0.1
H 7.1031 1.2142 2.7611 0.0 0.0 0.0
H 6.4737 0.5524 4.2606 0.0 0.0 0.0
H 4.9769 1.8158 1.9445 0.0 -0.1 0.1
H 4.7020 2.0035 3.6855 0.0 0.0 -0.1

---

# 2
13
Properties=species:S:1:pos:R:3:forces:R:3 method="wB97M-V/def2-TZVPD" total_charge=0 de_lowest_kcal_mol=22.6 smiles="C=CC(=O)NC(=O)O" e_tot_ev=-11861.020 gap_ev=10.6525
N -0.5408 -0.1418 -0.1830 -5.7 -1.1 0.8
C -2.0192 -0.3328 -0.0580 0.2 0.2 -0.2
C 0.0090 1.0271 0.1662 4.4 1.6 -2.1
C 1.5997 0.8814 -0.1171 -1.0 0.6 1.5
C 2.3839 -0.1846 0.0479 -0.3 0.5 -0.4
O -2.2459 -1.6622 0.0272 -0.2 0.0 -0.1
O -2.9457 0.4443 -0.0666 2.0 -0.3 -0.1
O -0.4590 2.1287 0.3324 -0.3 -1.3 0.4
H -3.2240 -1.7310 -0.0125 0.6 -0.1 0.1
H -0.0813 -1.0243 -0.0455 0.5 0.1 -0.1
H 2.0403 1.8638 -0.2745 0.0 -0.1 0.1
H 2.0170 -1.1968 0.1743 0.0 0.0 0.3
H 3.4658 -0.0719 0.0094 -0.2 -0.1 -0.2